{"formula": "C17H14Cl2N2O9Sm", "method": "ωB97M-V/def2-TZVPD", "multiplicity": 6, "homo_lumo_gap_ev": [7.325, 7.331], "total_charge": -1, "de_lowest_kcal_mol": 0.00, "lumo_ev": [1.7, 1.7], "species": ["Sm", "C", "C", "C", "C", "C", "C", "C", "H", "H", "H", "H", "H", "H", "H", "H", "O", "C", "O", "C", "C", "C", "C", "C", "C", "O", "N", "O", "O", "N", "O", "O", "H", "H", "Cl", "C", "C", "O", "O", "H", "H", "Cl", "C", "H", "H"], "coordinates": [[-0.3744, 0.9150, 0.6130], [-1.8964, 2.1676, -2.3896], [-0.8494, 2.9388, -1.6450], [-1.0919, 3.6251, -0.4446], [-0.0565, 4.3287, 0.2453], [1.2247, 4.2886, -0.2318], [1.4764, 3.6264, -1.4293], [0.4750, 2.9502, -2.1016], [-2.0109, 2.4633, -3.4138], [-2.8856, 2.1500, -1.8838], [-1.5677, 1.1307, -2.3811], [-2.1200, 3.6133, -0.1003], [-0.2220, 4.8840, 1.1485], [2.0059, 4.6573, 0.4307], [2.4905, 3.6289, -1.7942], [0.7648, 2.3471, -2.9729], [0.8745, -1.4918, -2.9305], [0.6752, -1.2132, -1.7652], [0.2038, -0.0818, -1.3535], [0.9868, -2.3194, -0.6912], [1.5457, -3.4963, -1.1983], [2.2233, -4.3897, -0.3130], [2.2470, -4.1627, 1.0475], [1.5237, -3.0973, 1.5260], [0.8820, -2.1404, 0.6924], [0.1331, -1.2023, 1.2933], [1.4659, -2.9430, 2.9563], [1.7018, -1.8207, 3.4741], [1.2127, -3.9761, 3.5717], [2.8155, -5.4803, -0.8958], [3.4216, -6.3017, -0.1547], [2.6233, -5.6666, -2.1413], [1.5574, -3.6781, -2.2721], [2.7807, -4.7594, 1.7903], [-4.8339, -0.4977, -0.8758], [-4.7621, 0.1316, 0.8000], [-3.7638, 1.2690, 0.7925], [-4.1595, 2.4269, 0.7626], [-2.5165, 0.9113, 0.8405], [-4.3805, -0.6795, 1.4360], [-5.7682, 0.4783, 1.0527], [2.3558, 1.3365, 1.3818], [1.0575, 1.1511, 2.7920], [1.3236, 1.8595, 3.5925], [1.2109, 0.1187, 3.1397]]}



{"formula": "C17H14ClNO3S", "method": "ωB97M-V/def2-TZVPD", "multiplicity": 1, "homo_lumo_gap_ev": 8.826, "lumo_ev": 0.4, "smiles": "COc1ccc(C(C)=O)cc1CSc1nc2cc(Cl)ccc2o1", "species": ["C", "O", "C", "C", "C", "C", "C", "C", "O", "C", "C", "C", "S", "C", "N", "C", "C", "C", "Cl", "C", "C", "C", "O", "H", "H", "H", "H", "H", "H", "H", "H", "H", "H", "H", "H", "H", "H"], "coordinates": [[-0.2784, -2.7490, 2.1261], [-0.6428, -2.4172, 0.8076], [-1.2792, -1.2429, 0.5766], [-1.6486, -0.3397, 1.5707], [-2.3103, 0.8311, 1.2543], [-2.6292, 1.1323, -0.0665], [-3.3523, 2.3579, -0.4852], [-3.6681, 3.3697, 0.5900], [-3.6767, 2.5347, -1.6383], [-2.2508, 0.2269, -1.0591], [-1.5842, -0.9440, -0.7637], [-1.1689, -1.8795, -1.8550], [-0.1534, -1.0365, -3.1359], [1.2120, -0.5778, -2.1958], [2.1987, 0.1347, -2.6308], [3.0534, 0.2370, -1.5610], [4.2769, 0.8764, -1.4248], [4.8882, 0.7784, -0.1887], [6.4157, 1.5503, 0.0514], [4.3275, 0.0794, 0.8806], [3.1073, -0.5601, 0.7507], [2.4871, -0.4683, -0.4775], [1.3030, -0.9869, -0.9021], [0.2506, -3.6980, 2.0535], [0.3855, -1.9964, 2.5622], [-1.1576, -2.8736, 2.7659], [-1.4216, -0.5447, 2.6049], [-2.5781, 1.5023, 2.0548], [-4.1619, 4.2263, 0.1388], [-2.7539, 3.6963, 1.0803], [-4.3276, 2.9291, 1.3347], [-2.4839, 0.4682, -2.0864], [-0.5955, -2.7155, -1.4608], [-2.0295, -2.2479, -2.4132], [4.7196, 1.4161, -2.2442], [4.8585, 0.0393, 1.8180], [2.6685, -1.1085, 1.5679]]}



{"formula": "C17H14F5N3O4S", "method": "ωB97M-V/def2-TZVPD", "multiplicity": 1, "homo_lumo_gap_ev": 8.528, "lumo_ev": 0.5, "smiles": "O=C(/N=c1\\sc(CO)cn1-c1ccc2c(c1)OC(F)(F)C(F)(F)O2)N1CC[C@@H](F)C1", "species": ["O", "C", "N", "C", "S", "C", "C", "O", "C", "N", "C", "C", "C", "C", "C", "C", "O", "C", "F", "F", "C", "F", "F", "O", "N", "C", "C", "C", "F", "C", "H", "H", "H", "H", "H", "H", "H", "H", "H", "H", "H", "H", "H", "H"], "coordinates": [[2.1987, -0.9200, 2.9833], [1.4916, -1.1230, 1.9951], [1.0112, -0.1094, 1.2389], [1.1040, 1.1200, 1.5409], [1.8910, 1.9074, 2.8941], [1.4449, 3.4713, 2.2603], [1.6795, 4.7494, 3.0263], [2.6114, 5.6263, 2.3718], [0.8519, 3.3598, 1.0181], [0.5787, 2.0501, 0.6268], [-0.1637, 1.7144, -0.5601], [0.1968, 2.3377, -1.7479], [-0.4438, 2.0046, -2.9399], [-1.4530, 1.0363, -2.9608], [-1.8476, 0.3989, -1.7513], [-1.1618, 0.7333, -0.5709], [-2.7709, -0.6102, -1.7345], [-3.0117, -1.2681, -3.0296], [-1.9687, -2.1399, -3.2829], [-4.1228, -2.0057, -2.9503], [-3.1333, -0.1332, -4.1211], [-3.2204, -0.6649, -5.3774], [-4.2503, 0.5736, -3.8255], [-2.0321, 0.7686, -4.1407], [1.1235, -2.3724, 1.5799], [1.4079, -3.6005, 2.2374], [1.1434, -4.6331, 1.1573], [-0.0247, -4.0585, 0.3954], [-1.1633, -4.5667, 0.9144], [0.0941, -2.5437, 0.5605], [2.0256, 4.5347, 4.0094], [0.7178, 5.3155, 3.1094], [3.4793, 5.2263, 2.2630], [0.5783, 4.2697, 0.4920], [1.0009, 3.0741, -1.7500], [-0.1784, 2.4411, -3.8925], [-1.3807, 0.2089, 0.3514], [0.7075, -3.6962, 3.1102], [2.4355, -3.6260, 2.5956], [0.9541, -5.6220, 1.5693], [2.0383, -4.7239, 0.5180], [0.0934, -4.3529, -0.6566], [0.3545, -2.0832, -0.4056], [-0.8868, -2.0685, 0.8787]]}



{"formula": "C17H15BrNO6SSc", "method": "ωB97M-V/def2-TZVPD", "multiplicity": 1, "homo_lumo_gap_ev": 7.846, "de_lowest_kcal_mol": 6.07, "lumo_ev": -0.8, "species": ["Sc", "C", "C", "C", "O", "C", "O", "O", "H", "H", "H", "H", "H", "H", "H", "O", "C", "N", "S", "O", "O", "C", "C", "C", "C", "C", "C", "H", "H", "H", "H", "Br", "C", "C", "C", "C", "C", "C", "H", "H", "H", "H"], "coordinates": [[-0.9532, 0.5898, -0.6049], [-1.1118, 0.8014, 3.5216], [-0.3406, 1.3911, 2.3571], [0.9906, 1.9807, 2.7723], [-0.0900, 0.3386, 1.3653], [-1.1997, 2.4428, 1.6403], [-1.5190, 3.4465, 2.2155], [-1.5452, 2.1054, 0.4064], [-0.4745, 0.1322, 4.1038], [-1.9821, 0.2449, 3.1729], [-1.4535, 1.6104, 4.1660], [1.5773, 1.2451, 3.3270], [0.8051, 2.8423, 3.4127], [1.5601, 2.3063, 1.9014], [0.4119, -0.4198, 1.6981], [0.8847, 1.4423, -1.4741], [1.4291, 0.3202, -1.3263], [0.6520, -0.7811, -1.1797], [1.5207, -2.0332, -0.5454], [1.3799, -3.2069, -1.3396], [1.2698, -2.1043, 0.8743], [3.0824, -1.2477, -0.7975], [4.3428, -1.7685, -0.5980], [5.4161, -0.9129, -0.8303], [5.2211, 0.4069, -1.2361], [3.9398, 0.9127, -1.4249], [2.8803, 0.0570, -1.2009], [4.4945, -2.7914, -0.2804], [6.4242, -1.2831, -0.6935], [6.0792, 1.0423, -1.4095], [3.7679, 1.9323, -1.7432], [-6.8890, -2.2813, -2.5755], [-5.2454, -1.4681, -2.1037], [-4.4517, -0.9213, -3.1014], [-3.2471, -0.3310, -2.7421], [-2.8166, -0.2599, -1.4164], [-3.6537, -0.8207, -0.4524], [-4.8635, -1.4289, -0.7745], [-4.7701, -0.9614, -4.1348], [-2.6394, 0.0812, -3.5424], [-3.3860, -0.7922, 0.6042], [-5.4980, -1.8587, -0.0115]]}



{"formula": "C17H15ClO3Tc", "method": "ωB97M-V/def2-TZVPD", "multiplicity": 4, "homo_lumo_gap_ev": [7.831, 6.235], "lumo_ev": [-0.5, -2.1], "species": ["C", "C", "C", "H", "C", "C", "H", "H", "H", "H", "Tc", "Cl", "C", "C", "C", "H", "C", "C", "H", "H", "H", "H", "O", "C", "C", "C", "C", "C", "C", "C", "O", "O", "H", "H", "H", "H", "H"], "coordinates": [[-0.7245, 0.6970, 1.1448], [0.3602, 1.6304, 1.0422], [1.5078, 1.0428, 1.6606], [0.3300, 2.6309, 0.6524], [1.1554, -0.2607, 2.1393], [-0.2331, -0.4851, 1.8273], [-0.8154, -1.3672, 2.0984], [-1.7343, 0.8242, 0.7751], [2.4782, 1.5079, 1.7283], [1.8152, -0.9454, 2.6644], [0.8359, -0.1564, -0.0121], [-0.1590, 0.7159, -1.8501], [2.9724, 2.0648, -2.4205], [3.9300, 1.4649, -1.5490], [4.0407, 2.2867, -0.3864], [4.4998, 0.5617, -1.7475], [3.1532, 3.3955, -0.5417], [2.4939, 3.2590, -1.7994], [1.7764, 3.9557, -2.2224], [2.6723, 1.6935, -3.3942], [4.7128, 2.1215, 0.4510], [3.0345, 4.2201, 0.1558], [1.7520, -3.3405, -1.9345], [0.9782, -4.4131, -1.6739], [1.4022, -5.6307, -2.2001], [0.8151, -6.7917, -1.7376], [-0.2291, -6.7501, -0.8113], [-0.7610, -5.5189, -0.3989], [-0.1315, -4.3288, -0.7908], [-0.5982, -2.9361, -0.4012], [-1.7745, -2.6562, -0.2477], [0.3893, -2.0119, -0.2710], [1.4554, -2.6804, -1.2421], [2.2138, -5.5715, -2.9125], [1.1813, -7.7296, -2.1395], [-0.6092, -7.6939, -0.4245], [-1.6298, -5.4461, 0.2527]]}



{"formula": "C17H15F3IrN5O3S5", "method": "ωB97M-V/def2-TZVPD", "multiplicity": 2, "homo_lumo_gap_ev": [6.419, 6.275], "total_charge": 1, "de_lowest_kcal_mol": 62.05, "lumo_ev": [-4.0, -4.8], "species": ["Ir", "O", "N", "N", "O", "C", "C", "C", "C", "C", "C", "H", "H", "H", "H", "H", "O", "C", "S", "C", "C", "S", "S", "S", "F", "C", "F", "F", "C", "C", "C", "N", "C", "C", "H", "H", "H", "H", "C", "N", "C", "N", "S", "H", "H", "H", "H", "H", "H"], "coordinates": [[-0.3608, -0.1014, -0.0411], [1.3987, -0.2292, 1.1706], [2.5563, -0.1874, 0.6101], [2.5532, -0.3131, -0.6310], [1.4431, -0.4483, -1.3274], [3.8056, -0.2646, -1.3491], [3.7698, -0.3132, -2.7304], [4.9635, -0.2690, -3.4361], [6.1698, -0.1810, -2.7625], [6.1855, -0.1113, -1.3743], [5.0042, -0.1533, -0.6569], [2.8206, -0.3741, -3.2397], [4.9468, -0.2985, -4.5172], [7.1001, -0.1727, -3.3142], [7.1242, -0.0189, -0.8455], [5.0051, -0.0981, 0.4221], [-3.6707, 5.9100, -0.5833], [-3.0231, 4.9194, -0.5073], [-2.5614, 3.9253, -1.9240], [-1.7075, 2.7058, -1.0290], [-1.6504, 2.8567, 0.3412], [-0.8331, 1.7888, 1.3617], [-2.4129, 4.2486, 1.0373], [-0.9966, 1.4242, -1.8539], [-2.0219, -5.5875, 3.9989], [-2.2355, -4.3332, 4.4028], [-1.6282, -4.1699, 5.5824], [-3.5496, -4.1793, 4.5965], [-1.7222, -3.3264, 3.3982], [-0.9392, -3.7211, 2.3280], [-0.4968, -2.7511, 1.4506], [-0.7992, -1.4590, 1.6039], [-1.5278, -1.0769, 2.6557], [-2.0164, -1.9854, 3.5745], [-0.6758, -4.7580, 2.1809], [0.1196, -3.0114, 0.6014], [-1.7243, -0.0211, 2.7649], [-2.6117, -1.6455, 4.4103], [-2.2312, -3.7325, -4.1390], [-2.5575, -2.9426, -2.9610], [-1.7277, -2.0996, -2.3585], [-0.5118, -1.9140, -2.8674], [-2.2827, -1.3217, -0.9267], [-3.0009, -4.4856, -4.2733], [-1.2769, -4.2429, -4.0021], [-2.1921, -3.1140, -5.0371], [-3.4729, -3.0388, -2.5522], [-0.2568, -2.2753, -3.7709], [0.1469, -1.3032, -2.4007]]}